A structure of composition C53H95B2F12Hg2N5O21P2 at a distorted geometry. Source: OMol25; level of theory: ωB97M-V/def2-TZVPD.

Each line ends with the Mulliken charge.
CARTESIAN COORDINATES (ANGSTROEM)
Hg -2.050 -0.333 2.207  3.55
Hg -0.883 -2.971 -2.220  2.04
O -8.556 -6.575 0.801  -0.59
C -7.868 -5.590 0.517  0.49
O -6.543 -5.334 0.574  -0.51
B -6.182 -4.044 0.007  1.14
O -7.468 -3.689 -0.559  -0.63
C -8.455 -4.514 -0.223  0.70
O -9.626 -4.459 -0.555  -0.59
O -5.090 -4.117 -0.993  -0.42
C -4.095 -3.318 -0.687  0.02
O -2.982 -3.173 -1.287  0.07
C -4.442 -2.543 0.668  -0.08
O -5.671 -3.091 1.039  -0.57
O -3.651 -1.880 1.315  -0.59
O -2.935 0.885 0.385  -0.24
C -3.434 1.134 -0.701  -0.51
O -4.349 2.025 -1.130  -0.36
B -4.742 1.739 -2.526  0.97
O -3.801 0.623 -2.938  -0.43
C -3.038 0.264 -1.950  0.22
O -2.233 -0.714 -1.903  0.20
O -6.129 1.395 -2.721  -0.65
C -6.831 2.416 -3.136  0.50
O -8.007 2.445 -3.424  -0.58
C -5.758 3.486 -3.572  0.61
O -4.575 2.935 -3.334  -0.56
O -5.953 4.589 -4.045  -0.61
P 0.601 -0.577 0.153  0.49
F 1.429 -1.794 0.885  -0.41
F -0.878 -1.223 0.439  -0.59
F 0.233 0.157 1.522  -0.64
F -0.400 0.551 -0.604  -0.05
F 1.940 0.306 -0.098  -0.05
F 0.763 -1.670 -1.130  -0.60
P -0.621 -5.395 -0.176  1.64
F 0.329 -5.717 1.120  -0.39
F -0.116 -6.896 -0.752  -0.38
F -1.950 -5.987 0.597  -0.38
F -1.462 -5.093 -1.520  -0.37
F -0.866 -3.857 0.319  -0.57
F 0.675 -4.621 -0.947  -0.38
C 8.530 0.610 -0.773  -2.04
C 7.415 0.953 -1.762  1.88
C 6.133 0.212 -1.264  -1.48
C 4.838 0.808 -1.811  -0.25
C 4.689 2.336 -1.665  -0.31
C 5.953 2.998 -2.273  1.63
N 7.178 2.423 -1.825  0.54
O 8.305 3.175 -2.011  -0.50
C 5.804 2.974 -3.862  -1.65
C 5.863 4.481 -1.874  -2.17
C 7.773 0.427 -3.059  -2.04
H 8.308 1.033 0.207  0.48
H 9.538 0.944 -1.019  0.40
H 8.718 -0.456 -0.649  0.40
H 6.232 -0.865 -1.403  0.43
H 6.230 0.302 -0.183  0.39
H 3.945 0.328 -1.411  -0.13
H 4.833 0.644 -2.889  0.22
H 4.586 2.381 -0.581  0.43
H 3.805 2.553 -2.265  0.12
H 6.338 3.694 -4.482  0.36
H 6.197 2.055 -4.296  0.33
H 4.794 3.297 -4.115  0.32
H 6.007 4.665 -0.809  0.47
H 6.645 5.033 -2.396  0.57
H 4.921 4.982 -2.096  0.12
H 6.937 0.032 -3.637  0.36
H 8.414 -0.454 -3.028  0.47
H 8.278 1.143 -3.708  0.32
H 8.292 3.703 -1.209  0.35
C -0.276 3.157 -3.447  -0.58
C -0.539 4.599 -2.917  1.69
C -1.752 4.754 -1.851  -0.85
C -1.242 4.661 -0.434  0.34
C -0.065 5.641 -0.099  -1.73
C 1.150 5.257 -1.003  1.84
N 0.666 5.255 -2.384  0.15
O 1.752 5.109 -3.203  -0.40
C 2.107 6.452 -0.959  -1.95
C 1.862 3.922 -0.510  -0.58
C -0.952 5.536 -4.142  -2.09
H -0.093 3.079 -4.518  0.42
H -1.050 2.436 -3.186  -0.28
H 0.585 2.765 -2.906  -0.25
H -2.252 5.715 -1.967  0.51
H -2.491 3.974 -2.033  -0.11
H -0.917 3.649 -0.194  -0.42
H -2.102 4.999 0.145  0.63
H 0.176 5.750 0.959  0.38
H -0.487 6.592 -0.421  0.49
H 2.941 6.485 -1.660  0.29
H 1.820 7.500 -1.044  0.33
H 2.478 6.346 0.060  0.47
H 1.362 3.781 0.448  -0.25
H 1.471 3.049 -1.032  -0.17
H 2.952 3.913 -0.520  0.48
H -1.955 5.311 -4.503  0.42
H -0.198 5.631 -4.923  0.42
H -1.174 6.562 -3.848  0.48
H 1.783 5.979 -3.607  0.37
C -0.843 4.148 4.570  -1.73
C -0.363 2.705 4.598  1.01
C 0.494 2.476 5.921  -1.06
C -0.426 2.424 7.058  -0.85
C -1.480 1.321 6.912  -0.61
C -2.363 1.415 5.612  1.95
N -1.449 1.714 4.477  0.79
O -2.075 1.853 3.189  -0.09
C -2.998 0.111 5.489  -2.03
C -3.452 2.469 5.861  -1.61
C 0.633 2.556 3.391  -1.89
H 0.100 4.688 4.489  0.52
H -1.465 4.411 5.426  0.33
H -1.469 4.360 3.704  0.25
H 1.179 1.629 5.892  0.45
H 1.072 3.367 6.170  0.36
H -0.986 3.306 7.368  0.35
H 0.138 2.144 7.948  0.55
H -1.948 1.276 7.895  0.41
H -1.012 0.336 6.925  -0.43
H -2.219 -0.652 5.505  0.11
H -3.621 -0.131 6.351  0.72
H -3.536 -0.103 4.566  -0.12
H -4.370 2.036 6.258  0.57
H -3.150 3.179 6.631  0.38
H -3.589 3.033 4.937  0.19
H 1.109 1.576 3.355  0.21
H 1.525 3.168 3.519  0.84
H 0.093 2.830 2.485  0.15
H -2.558 2.671 3.325  0.15
C 0.619 -1.499 4.315  -0.82
C -0.092 -2.794 4.775  1.05
C -0.071 -2.780 6.320  -1.22
C -1.036 -3.684 7.003  -1.06
C -2.405 -3.586 6.334  -1.22
C -2.460 -3.701 4.822  1.43
N -1.517 -2.716 4.289  0.30
O -1.570 -2.663 2.944  1.38
C -2.276 -5.206 4.404  -1.54
C -3.915 -3.333 4.368  -1.30
C 0.866 -3.946 4.256  -1.26
H 0.748 -1.568 3.235  -0.39
H 1.559 -1.492 4.867  0.77
H -0.034 -0.652 4.524  -0.24
H 0.888 -3.224 6.587  0.50
H -0.230 -1.778 6.719  0.16
H -1.112 -3.480 8.071  0.43
H -0.764 -4.721 6.805  0.36
H -2.703 -2.574 6.608  0.14
H -2.988 -4.373 6.812  0.50
H -3.156 -5.642 4.876  0.55
H -2.450 -5.397 3.346  0.24
H -1.515 -5.857 4.836  0.32
H -4.548 -3.789 5.129  0.56
H -4.097 -2.263 4.265  -0.05
H -4.056 -3.768 3.378  0.24
H 0.450 -4.860 4.681  0.39
H 1.918 -3.790 4.495  0.45
H 0.917 -3.925 3.168  0.16
H -1.041 -3.401 2.634  -0.57
C -0.142 -5.441 -4.095  -2.44
C 0.647 -4.424 -5.009  1.19
C -0.076 -4.435 -6.419  -1.21
C 0.109 -3.243 -7.251  -0.75
C -0.166 -1.962 -6.493  -1.41
C 0.532 -1.804 -5.089  1.70
N 0.586 -3.077 -4.359  1.69
O 1.329 -3.092 -3.212  -0.46
C 1.999 -1.328 -5.483  -1.88
C -0.246 -0.661 -4.338  -2.46
C 2.129 -4.977 -5.267  -1.57
H -0.478 -6.375 -4.545  0.37
H -1.101 -5.038 -3.772  0.37
H 0.480 -5.664 -3.228  0.40
H 0.338 -5.213 -7.060  0.34
H -1.151 -4.604 -6.341  0.44
H -0.623 -3.272 -8.058  0.38
H 1.142 -3.283 -7.596  0.38
H -1.247 -1.881 -6.376  0.50
H 0.045 -1.097 -7.122  0.50
H 2.490 -1.965 -6.219  0.34
H 2.083 -0.307 -5.856  0.44
H 2.520 -1.303 -4.526  0.44
H -0.333 0.144 -5.069  0.53
H -1.305 -0.883 -4.203  0.37
H 0.281 -0.284 -3.462  0.18
H 2.514 -4.173 -5.894  0.49
H 2.272 -5.872 -5.873  0.40
H 2.910 -4.994 -4.507  0.38
H 2.176 -3.393 -3.550  0.28

The electronic energy is -6168.21922 hartree. The HOMO-LUMO gap is 4.988 eV. As for the HOMO energy: -0.2965 Eh. As for the multiplicity: 1. For the lowest unoccupied orbital energy, the calculation gives -3.08 eV. Its net charge is 0.

A cluster of 3 separate species, C4H13NO2 in total at a distorted geometry. Source: OMol25; level of theory: ωB97M-V/def2-TZVPD.

Each line ends with the natural charge from an NBO analysis.
CARTESIAN COORDINATES (ANGSTROEM)
C 2.262 -0.621 -0.665  -0.41
C 1.971 -1.335 0.415  -0.20
C 0.896 -0.977 1.395  -0.26
N -0.163 -0.170 0.763  -0.66
C -0.294 1.218 1.155  -0.42
H 3.037 -0.949 -1.336  0.20
H 2.011 0.417 -0.898  0.20
H 2.589 -2.214 0.591  0.21
H 1.265 -0.519 2.312  0.21
H 0.308 -1.848 1.763  0.20
H -0.231 -0.360 -0.221  0.36
H -1.273 1.372 1.616  0.19
H -0.290 1.905 0.287  0.19
H 0.504 1.549 1.834  0.19
O -2.748 -0.167 -0.773  -0.97
H -3.477 -0.752 -0.471  0.48
H -1.936 -0.542 -0.416  0.48
O -1.185 1.546 -2.709  -0.93
H -1.146 1.246 -1.795  0.46
H -2.102 1.200 -2.847  0.47

The electronic energy is -365.37233 hartree. Its SMILES is C=CCNC.O.O. The HOMO-LUMO gap is 9.530 eV. As for the HOMO energy: -0.3222 Eh. As for the multiplicity: 1. For the lowest unoccupied orbital energy, the calculation gives 0.76 eV. Its net charge is 0. Its energy above the lowest of the compared OMol25 structures with the same formula, charge and spin is 184.20 kJ/mol.

A cluster of 8 separate species, C8H34N2O8 in total at a distorted geometry. Source: OMol25; level of theory: ωB97M-V/def2-TZVPD.

Each line ends with the natural charge from an NBO analysis.
CARTESIAN COORDINATES (ANGSTROEM)
C -1.247 -0.715 -1.518  -0.27
O -1.891 -1.745 -2.287  -0.54
C -1.665 -3.002 -1.688  -0.06
C -1.889 -4.111 -2.684  -0.08
C -3.192 -4.077 -3.486  -0.63
N -1.731 -5.354 -1.920  -0.79
H -0.535 -1.025 -0.754  0.19
H -1.933 -0.133 -0.902  0.15
H -0.666 -0.122 -2.225  0.20
H -0.691 -3.139 -1.220  0.20
H -2.361 -3.074 -0.852  0.14
H -1.096 -4.120 -3.432  0.19
H -4.043 -4.097 -2.805  0.19
H -3.323 -4.924 -4.160  0.20
H -3.442 -3.156 -4.012  0.23
H -2.148 -6.048 -2.523  0.34
H -2.463 -5.326 -1.225  0.33
C -4.130 3.071 3.032  -0.26
O -2.780 2.473 2.856  -0.56
C -2.301 2.602 1.489  -0.08
C -0.942 1.849 1.436  -0.07
C 0.160 2.206 2.436  -0.62
N -0.337 1.903 0.149  -0.84
H -4.839 2.678 2.303  0.17
H -4.105 4.152 2.897  0.18
H -4.565 2.722 3.969  0.20
H -2.969 2.080 0.804  0.18
H -2.234 3.685 1.381  0.18
H -1.051 0.779 1.610  0.20
H -0.358 2.285 3.392  0.24
H 0.560 3.201 2.241  0.19
H 1.007 1.526 2.521  0.21
H -1.024 1.922 -0.591  0.37
H 0.000 2.837 -0.037  0.35
O 1.600 -2.242 0.838  -0.96
H 1.281 -2.013 1.711  0.45
H 1.917 -1.415 0.474  0.49
O 2.034 0.486 0.266  -0.99
H 2.539 0.905 0.962  0.47
H 1.195 0.945 0.269  0.50
O 4.656 2.021 1.865  -0.97
H 4.635 1.474 2.650  0.50
H 4.657 2.918 2.197  0.50
O 5.960 -0.081 0.357  -0.93
H 5.446 0.644 0.711  0.47
H 6.315 -0.524 1.128  0.46
O 4.773 3.196 -0.533  -0.94
H 4.829 2.668 0.264  0.47
H 3.860 3.480 -0.568  0.46
O 2.633 -0.335 -2.482  -0.96
H 2.361 0.108 -1.678  0.48
H 3.531 -0.036 -2.628  0.47

The electronic energy is -1036.54244 hartree. Its SMILES is COC[C@H](C)N.COC[C@H](C)N.O.O.O.O.O.O. The HOMO-LUMO gap is 9.064 eV. As for the HOMO energy: -0.3459 Eh. As for the multiplicity: 1. For the lowest unoccupied orbital energy, the calculation gives -0.35 eV. Its net charge is 0. Its energy above the lowest of the compared OMol25 structures with the same formula, charge and spin is 196.00 kJ/mol.